Formula: C27H66N6O7P2
Source: the Open Molecules 2025 dataset
Level of theory: ωB97M-V/def2-TZVPD

Each atom is followed by the atoms it is bonded to, with distances in Å.
CARTESIAN COORDINATES (ANGSTROEM)
1 C -4.6955 -2.4855 2.7370  C2 1.530, H21 1.088, H22 1.086, H23 1.088
2 C -5.0934 -2.1375 1.3013  C1 1.530, O3 1.437, H24 1.086, H25 1.091
3 O -4.4221 -3.0223 0.3891  C2 1.437, O4 1.440
4 O -3.8656 -2.2395 -0.6841  O3 1.440, C5 1.363
5 C -2.5201 -2.4602 -0.6825  O4 1.363, O6 1.191, O7 1.345
6 O -1.9408 -2.7895 -1.6700  C5 1.191
7 O -1.9275 -2.2742 0.5105  C5 1.345, C8 1.447
8 C -1.3004 -0.9740 0.6166  O7 1.447, C9 1.529, H26 1.091, H27 1.092
9 C -1.3013 -0.5283 2.0790  C8 1.529, C10 1.535, H28 1.090, H29 1.089
10 C -1.3172 1.0056 2.1343  C9 1.535, C11 1.546, H30 1.094, H31 1.087
11 C -2.7342 1.5784 1.9051  C10 1.546, C12 1.546, H32 1.092, H33 1.092
12 C -3.2873 2.4792 3.0331  C11 1.546, C13 1.528, H34 1.091, H35 1.094
13 C -2.9157 2.0796 4.4605  C12 1.528, C14 1.525, H36 1.094, H37 1.092
14 C -3.2956 0.6513 4.8364  C13 1.525, C15 1.544, H38 1.093, H39 1.086
15 C -3.2973 0.4668 6.3697  C14 1.544, C16 1.534, H40 1.091, H41 1.089
16 C -2.4050 -0.6767 6.8691  C15 1.534, C17 1.528, H42 1.090, H43 1.096
17 C -1.0024 -0.7127 6.2638  C16 1.528, C18 1.529, H44 1.088, H45 1.093
18 C -0.1447 0.5009 6.6240  C17 1.529, O19 1.420, H46 1.094, H47 1.092
19 O 0.7913 0.6996 5.5750  C18 1.420, C20 1.413
20 C 2.0447 1.2114 5.9809  O19 1.413, H48 1.092, H49 1.091, H50 1.091
21 H -5.5074 -2.9837 3.2615  C1 1.088
22 H -4.4158 -1.5831 3.2727  C1 1.086
23 H -3.8654 -3.1876 2.6896  C1 1.088
24 H -4.8427 -1.1101 1.0534  C2 1.086
25 H -6.1655 -2.2620 1.1420  C2 1.091
26 H -0.2687 -1.0850 0.2800  C8 1.091
27 H -1.7838 -0.2333 -0.0239  C8 1.092
28 H -0.3808 -0.9015 2.5267  C9 1.090
29 H -2.1818 -0.9810 2.5316  C9 1.089
30 H -0.6954 1.3194 1.2909  C10 1.094
31 H -0.8355 1.3916 3.0285  C10 1.087
32 H -2.6763 2.2119 1.0172  C11 1.092
33 H -3.4687 0.8096 1.6580  C11 1.092
34 H -3.0186 3.5216 2.8582  C12 1.091
35 H -4.3796 2.4406 2.9795  C12 1.094
36 H -3.4768 2.7411 5.1273  C13 1.094
37 H -1.8600 2.2979 4.6352  C13 1.092
38 H -4.2846 0.4412 4.4215  C14 1.093
39 H -2.6079 -0.0498 4.3724  C14 1.086
40 H -4.3197 0.2778 6.6987  C15 1.091
41 H -2.9828 1.4057 6.8239  C15 1.089
42 H -2.8752 -1.6554 6.7688  C16 1.090
43 H -2.2756 -0.5304 7.9474  C16 1.096
44 H -0.9819 -0.8615 5.1861  C17 1.088
45 H -0.4964 -1.5819 6.6914  C17 1.093
46 H -0.7701 1.3889 6.7574  C18 1.094
47 H 0.3779 0.2851 7.5587  C18 1.092
48 H 2.8376 0.4688 5.8672  C20 1.092
49 H 2.0506 1.5421 7.0207  C20 1.091
50 H 2.2888 2.0661 5.3488  C20 1.091
51 O 1.7038 3.0902 -1.0009  P52 1.493
52 P 1.4342 4.3091 -1.8203  O51 1.493, N53 1.694, N56 1.737, N59 1.719
53 N 1.4628 5.5691 -0.6887  P52 1.694, C54 1.448, C55 1.454
54 C 0.9194 6.8935 -0.9047  N53 1.448, H62 1.099, H63 1.094, H64 1.086
55 C 2.5441 5.5930 0.2831  N53 1.454, H65 1.099, H66 1.088, H67 1.093
56 N -0.2231 4.0439 -2.2672  P52 1.737, C57 1.452, C58 1.457
57 C -1.2581 4.5095 -1.3621  N56 1.452, H68 1.100, H69 1.092, H70 1.089
58 C -0.4892 2.6745 -2.6892  N56 1.457, H71 1.097, H72 1.092, H73 1.093
59 N 1.7500 5.2581 -3.2181  P52 1.719, C60 1.476, C61 1.472
60 C 3.1738 5.6172 -3.3638  N59 1.476, H74 1.090, H75 1.094, H76 1.091
61 C 1.2420 4.8105 -4.5253  N59 1.472, H77 1.085, H78 1.093, H79 1.091
62 H 1.7008 7.6290 -1.1418  C54 1.099
63 H 0.4058 7.2249 0.0024  C54 1.094
64 H 0.2000 6.9164 -1.7179  C54 1.086
65 H 3.4403 6.0923 -0.1114  C55 1.099
66 H 2.8225 4.5839 0.5795  C55 1.088
67 H 2.2299 6.1225 1.1855  C55 1.093
68 H -1.0919 4.1587 -0.3331  C57 1.100
69 H -2.2357 4.1494 -1.6887  C57 1.092
70 H -1.3385 5.5960 -1.3564  C57 1.089
71 H -0.5740 1.9847 -1.8400  C58 1.097
72 H 0.3096 2.3047 -3.3349  C58 1.092
73 H -1.4164 2.6397 -3.2664  C58 1.093
74 H 3.2627 6.5004 -3.9971  C60 1.090
75 H 3.7658 4.8085 -3.8021  C60 1.094
76 H 3.6101 5.8682 -2.3953  C60 1.091
77 H 0.1632 4.9196 -4.5696  C61 1.085
78 H 1.5047 3.7742 -4.7511  C61 1.093
79 H 1.6625 5.4444 -5.3071  C61 1.091
80 O 2.7694 -7.0101 -4.0955  P81 1.493
81 P 2.5624 -5.5355 -3.9886  O80 1.493, N82 1.695, N85 1.740, N88 1.715
82 N 2.1139 -5.0780 -5.5583  P81 1.695, C83 1.447, C84 1.453
83 C 2.1403 -3.7242 -6.0683  N82 1.447, H91 1.099, H92 1.094, H93 1.086
84 C 1.1225 -5.8844 -6.2502  N82 1.453, H94 1.099, H95 1.088, H96 1.093
85 N 4.1952 -4.9917 -3.7329  P81 1.740, C86 1.453, C87 1.457
86 C 5.0194 -4.7190 -4.8978  N85 1.453, H97 1.099, H98 1.092, H99 1.090
87 C 4.9225 -5.8072 -2.7692  N85 1.457, H100 1.096, H101 1.092, H102 1.093
88 N 1.8897 -4.1887 -3.1664  P81 1.715, C89 1.479, C90 1.471
89 C 0.4257 -4.2867 -2.9838  N88 1.479, H103 1.085, H104 1.094, H105 1.092
90 C 2.4869 -3.7474 -1.8964  N88 1.471, H106 1.086, H107 1.093, H108 1.091
91 H 1.1408 -3.2668 -6.0826  C83 1.099
92 H 2.5251 -3.7316 -7.0926  C83 1.094
93 H 2.7815 -3.0748 -5.4795  C83 1.086
94 H 0.0969 -5.5782 -6.0001  C84 1.099
95 H 1.2325 -6.9367 -5.9967  C84 1.088
96 H 1.2498 -5.7950 -7.3320  C84 1.093
97 H 5.0303 -5.5513 -5.6149  C86 1.099
98 H 6.0469 -4.5317 -4.5800  C86 1.092
99 H 4.6967 -3.8171 -5.4169  C86 1.090
100 H 5.2718 -6.7528 -3.1999  C87 1.096
101 H 4.2910 -6.0487 -1.9120  C87 1.092
102 H 5.7847 -5.2508 -2.3919  C87 1.093
103 H 0.0081 -3.2971 -2.8276  C89 1.085
104 H 0.1559 -4.9189 -2.1333  C89 1.094
105 H -0.0521 -4.6998 -3.8746  C89 1.092
106 H 3.4543 -3.2868 -2.0717  C90 1.086
107 H 2.6051 -4.5612 -1.1765  C90 1.093
108 H 1.8442 -2.9890 -1.4471  C90 1.091

SMILES: CCOOC(=O)OCCCCCCCCCCCOC.CN(C)P(=O)(N(C)C)N(C)C.CN(C)P(=O)(N(C)C)N(C)C
E_tot (Ha): -2606.1376
Highest occupied orbital energy (Ha): -0.294
Largest force on an atom (eV Å⁻¹): 5.101
Kohn-Sham gap (eV): 8.49
M (g/mol): 648.808

Atomic partial charges in e from the Mulliken method, atoms 1 to 99:
1. C -0.538
2. C -0.255
3. O -0.291
4. O -0.229
5. C 0.697
6. O -0.470
7. O -0.282
8. C -0.852
9. C 0.302
10. C -0.871
11. C 0.366
12. C -1.328
13. C -1.031
14. C 1.433
15. C -1.362
16. C -0.937
17. C -0.150
18. C -0.534
19. O -0.308
20. C -0.830
21. H 0.405
22. H -0.270
23. H 0.338
24. H 0.238
25. H 0.433
26. H 0.276
27. H 0.435
28. H 0.463
29. H -0.298
30. H 0.469
31. H 0.251
32. H 0.309
33. H -0.283
34. H 0.342
35. H 0.405
36. H 0.570
37. H 0.137
38. H 0.587
39. H -0.942
40. H 0.296
41. H 0.565
42. H 0.346
43. H 0.384
44. H -0.091
45. H 0.434
46. H 0.229
47. H 0.529
48. H 0.264
49. H 0.370
50. H 0.258
51. O -0.954
52. P 0.925
53. N 0.211
54. C -1.152
55. C -1.053
56. N 0.179
57. C -0.981
58. C -1.035
59. N 0.090
60. C -1.042
61. C -0.932
62. H 0.330
63. H 0.336
64. H 0.398
65. H 0.295
66. H 0.276
67. H 0.349
68. H 0.322
69. H 0.379
70. H 0.188
71. H 0.128
72. H 0.339
73. H 0.426
74. H 0.369
75. H 0.373
76. H 0.273
77. H 0.257
78. H 0.317
79. H 0.394
80. O -0.903
81. P 0.815
82. N 0.132
83. C -1.137
84. C -1.043
85. N 0.145
86. C -0.940
87. C -1.155
88. N 0.193
89. C -1.104
90. C -0.812
91. H 0.337
92. H 0.336
93. H 0.384
94. H 0.314
95. H 0.304
96. H 0.330
97. H 0.309
98. H 0.352
99. H 0.217